Below is the ion C4H7N4OS with charge -1 at a distorted geometry, with properties calculated with ωB97M-V/def2-TZVPD.

As for the HOMO energy: -5.3 eV. For the energy relative to the best compared isomer or geometry (same formula, charge and spin), the calculation gives 75.1 kJ/mol. Its charge is -1. The calculation puts the LUMO energy at 3.35 eV. As for the multiplicity: 1. The calculation puts the frontier orbital gap at 8.65 eV.

Last column: Löwdin charge in e.
Geometry (Å):
C (-1.867, 0.244, 0.476)  -0.54
C (0.775, -1.057, 0.286)  -0.12
C (2.019, 0.828, -0.847)  -0.15
C (0.668, 0.205, -0.604)  -0.53
N (-3.414, -1.125, 0.901)  -0.14
N (-2.422, -0.433, 1.479)  -0.07
N (-2.423, 0.018, -0.683)  -0.08
N (-3.368, -0.881, -0.388)  -0.16
O (0.445, 2.079, 1.561)  -0.59
S (-0.266, 1.639, 0.298)  0.94
H (0.981, -0.719, 1.320)  0.09
H (0.063, -1.800, 0.318)  0.04
H (1.588, -1.708, -0.021)  0.06
H (2.146, 1.429, -1.808)  0.10
H (2.850, 0.003, -0.742)  0.11
H (2.105, 1.394, -0.056)  -0.04
H (0.120, -0.114, -1.490)  0.09

***

Below is a cluster of 2 separate species, C12H20NO2 in total at a distorted geometry, with properties calculated with ωB97M-V/def2-TZVPD.

As for the HOMO energy: -13.5 eV. For the energy relative to the best compared isomer or geometry (same formula, charge and spin), the calculation gives 172.4 kJ/mol. Its charge is +1. The calculation puts the LUMO energy at -3.56 eV. As for the multiplicity: 1. The calculation puts the frontier orbital gap at 9.95 eV.

Last column: Löwdin charge in e.
Geometry (Å):
C (-2.672, -1.338, 3.499)  -0.55
C (1.610, -0.755, -2.998)  -0.08
C (2.254, 1.233, -1.810)  -0.03
C (1.746, -0.864, -0.502)  -0.13
C (0.704, 1.360, -2.163)  -0.17
C (-0.496, -0.698, -1.635)  -0.10
C (2.405, -0.372, -1.681)  -0.26
C (0.311, -0.026, -2.692)  -0.32
C (0.132, 1.744, -0.814)  0.05
C (0.226, -0.595, -0.262)  -0.16
C (-2.213, -0.844, 4.836)  0.02
C (-0.400, 1.157, 1.436)  -0.04
N (0.060, 0.877, 0.138)  -0.08
O (-3.930, -1.789, 3.415)  0.16
O (-1.970, -1.201, 2.504)  0.03
H (2.074, -0.197, -3.977)  0.18
H (1.520, -1.857, -3.154)  0.13
H (2.604, 1.763, -1.004)  0.09
H (2.661, 1.552, -2.729)  0.10
H (1.681, -1.977, -0.455)  0.14
H (2.195, -0.626, 0.541)  0.16
H (0.341, 2.210, -2.796)  0.16
H (-4.082, -1.882, 2.530)  0.07
H (-1.587, -0.273, -1.486)  0.17
H (-0.554, -1.849, -1.907)  0.17
H (3.493, -0.528, -1.808)  0.16
H (-0.231, 0.127, -3.620)  0.15
H (-0.246, 2.741, -0.564)  0.17
H (-0.323, -0.997, 0.613)  0.14
H (-2.257, -1.846, 5.374)  0.12
H (-1.235, -0.419, 4.892)  0.07
H (-2.991, -0.115, 5.323)  0.14
H (-1.301, 1.749, 1.610)  0.12
H (-0.591, 0.344, 2.198)  0.09
H (0.470, 1.628, 1.928)  0.12

***

Below is a structure of composition C16H31BF4GeMoNS2Si3, with properties calculated with ωB97M-V/def2-TZVPD.

As for the HOMO energy (spin up / spin down): -14.5 / -14.6 eV. Its expectation value of S² is 3.79. For the energy relative to the best compared isomer or geometry (same formula, charge and spin), the calculation gives 174.6 kJ/mol. Its charge is +2. The calculation puts the LUMO energy (spin up / spin down) at -7.78 / -9.07 eV. As for the multiplicity: 4. The calculation puts the frontier orbital gap (spin up / spin down) at 6.68 / 5.51 eV.

Last column: Löwdin spin population.
Geometry (Å):
Mo (1.094, -0.476, -1.402)  2.11
S (3.279, -0.222, -0.518)  0.06
C (2.750, -1.754, 0.124)  0.04
N (1.559, -2.147, -0.327)  0.02
C (1.159, -3.377, 0.212)  0.00
C (0.001, -4.085, -0.076)  0.00
C (-0.194, -5.292, 0.567)  0.00
C (0.747, -5.789, 1.474)  0.00
C (1.906, -5.091, 1.758)  0.00
C (2.098, -3.876, 1.114)  0.00
S (3.467, -2.788, 1.254)  0.01
H (-0.715, -3.710, -0.797)  0.00
H (-1.084, -5.869, 0.359)  0.00
H (0.570, -6.741, 1.956)  0.00
H (2.639, -5.482, 2.451)  0.00
F (0.653, 0.026, -3.135)  0.08
B (1.249, -2.309, -4.143)  0.00
F (0.207, -2.711, -3.416)  0.01
F (2.366, -2.039, -3.463)  0.01
F (1.177, -2.161, -5.429)  0.00
C (-0.982, 3.959, -0.677)  0.07
Si (-0.384, 2.764, -1.956)  0.14
C (1.290, 3.082, -2.652)  0.02
C (-1.694, 2.076, -3.051)  0.02
Ge (-0.153, 1.057, 0.199)  0.26
Si (-2.227, -0.175, 0.497)  0.03
C (-1.879, -1.269, 1.971)  0.01
C (-3.621, 1.020, 0.799)  0.01
C (-2.484, -1.177, -1.069)  0.01
Si (1.006, 2.206, 2.004)  0.02
C (1.679, 0.754, 2.967)  0.02
C (-0.273, 3.141, 2.977)  0.00
C (2.333, 3.291, 1.280)  0.00
H (-1.385, 4.812, -1.243)  0.01
H (-0.181, 4.333, -0.039)  0.00
H (-1.800, 3.575, -0.063)  0.00
H (1.187, 3.854, -3.425)  0.01
H (1.714, 2.206, -3.138)  0.00
H (1.979, 3.459, -1.896)  0.00
H (-1.658, 2.626, -3.999)  0.01
H (-2.685, 2.217, -2.617)  0.00
H (-1.545, 1.026, -3.291)  0.00
H (-1.806, -0.683, 2.891)  0.00
H (-0.960, -1.850, 1.859)  0.00
H (-2.703, -1.978, 2.098)  0.00
H (-3.401, 1.706, 1.620)  0.00
H (-4.521, 0.462, 1.071)  0.00
H (-3.861, 1.607, -0.091)  0.00
H (-1.577, -1.660, -1.447)  0.00
H (-2.892, -0.565, -1.876)  0.00
H (-3.204, -1.978, -0.876)  0.00
H (0.876, 0.169, 3.422)  0.00
H (2.309, 1.135, 3.777)  0.00
H (2.298, 0.093, 2.360)  0.00
H (-1.075, 2.487, 3.324)  0.00
H (-0.717, 3.968, 2.418)  0.00
H (0.208, 3.567, 3.863)  0.00
H (2.955, 2.764, 0.556)  0.00
H (2.988, 3.634, 2.086)  0.00
H (1.917, 4.182, 0.804)  0.00

***

Below is a structure of composition C6H13NO3 at a distorted geometry, with properties calculated with ωB97M-V/def2-TZVPD.

As for the HOMO energy (spin up / spin down): -10.4 / -10.4 eV. For the energy relative to the best compared isomer or geometry (same formula, charge and spin), the calculation gives 731.7 kJ/mol. The calculation puts the LUMO energy (spin up / spin down) at -2.06 / -2.08 eV. As for the multiplicity: 1. The calculation puts the frontier orbital gap (spin up / spin down) at 8.38 / 8.36 eV.

Last column: Löwdin charge in e.
Geometry (Å):
C (0.236, -2.656, 0.012)  -0.09
C (-0.588, -1.477, -0.454)  -0.21
C (0.022, -0.183, 0.011)  -0.40
C (-0.728, 1.094, -0.428)  -0.41
C (0.011, 2.293, 0.075)  -0.07
C (-2.142, 1.083, 0.068)  -0.07
O (1.241, -0.093, -0.654)  0.03
O (2.389, -0.072, 0.703)  0.02
N (3.545, -0.045, 0.150)  -0.10
O (4.494, -0.034, 0.977)  -0.02
H (-0.213, -3.590, -0.349)  0.08
H (1.262, -2.614, -0.347)  0.07
H (0.275, -2.704, 1.088)  0.07
H (-0.597, -1.453, -1.554)  0.13
H (-1.621, -1.564, -0.078)  0.12
H (0.060, -0.191, 1.098)  0.16
H (-0.708, 1.082, -1.508)  0.14
H (0.054, 2.326, 1.171)  0.09
H (1.051, 2.311, -0.289)  0.08
H (-0.489, 3.221, -0.264)  0.09
H (-2.191, 0.981, 1.162)  0.10
H (-2.640, 2.030, -0.208)  0.09
H (-2.722, 0.257, -0.383)  0.08